ORCA calculation (ωB97M-V/def2-TZVPD) on a cluster of 7 separate species, C27H56ClN7O10 in total at a distorted geometry.

Calculated values
- total energy (eV) = -72328.0736
- SMILES string = C[C@H](O)CO[C@@H]1C[C@H](CC(=O)Cl)NC1=O.CN(C)C=O.CN(C)C=O.CN(C)C=O.CN(C)C=O.CN(C)C=O.CN(C)C=O
- frontier orbital gap (Ha) = 0.3251
- HOMO (hartree) = -0.313
- lowest unoccupied orbital energy (eV) = 0.34

```
! RIJCOSX wB97M-V def2-TZVPD def2/J DEFGRID3
* xyz 0 1
C -0.179 -0.314 1.864
C 0.436 -1.034 0.494
O 0.329 -0.028 -0.613
C -0.374 -2.404 0.089
O 0.262 -3.655 0.531
C 0.520 -3.674 1.979
C 1.160 -5.083 2.613
C 1.176 -4.582 4.196
C 1.602 -5.646 5.368
C 0.351 -6.333 6.174
O -0.951 -6.215 5.870
Cl 0.731 -7.448 7.654
N -0.037 -3.694 4.370
C -0.779 -3.586 3.022
O -2.086 -3.498 2.765
H 0.733 -0.243 2.629
H -0.500 0.797 1.575
H -1.106 -0.878 2.305
H 1.582 -1.213 0.648
H 1.259 0.275 -0.889
H -1.498 -2.308 0.414
H -0.386 -2.444 -1.103
H 1.306 -2.885 2.406
H 0.271 -5.880 2.621
H 2.174 -5.384 2.113
H 2.125 -3.858 4.177
H 2.301 -6.508 4.972
H 2.247 -5.037 6.164
H 0.364 -2.715 4.396
C -1.924 2.205 -0.061
O -1.618 1.994 1.106
N -3.131 2.711 -0.492
C -3.414 2.931 -1.895
C -4.150 3.033 0.486
H -1.224 1.996 -0.886
H -3.634 3.992 -2.049
H -4.283 2.331 -2.179
H -2.562 2.647 -2.518
H -3.755 3.782 1.178
H -4.401 2.129 1.049
H -5.046 3.422 -0.004
C 0.147 3.590 2.385
O 0.676 2.638 2.945
N 0.485 4.913 2.568
C -0.191 5.983 1.865
C 1.550 5.247 3.492
H -0.673 3.450 1.662
H 0.542 6.534 1.269
H -0.648 6.654 2.598
H -0.968 5.590 1.204
H 2.472 4.757 3.165
H 1.287 4.877 4.487
H 1.702 6.329 3.530
C -1.941 -4.495 -3.870
O -1.724 -3.302 -3.706
N -1.587 -5.500 -2.995
C -1.882 -6.892 -3.265
C -0.900 -5.156 -1.768
H -2.458 -4.868 -4.770
H -2.516 -7.281 -2.463
H -0.943 -7.452 -3.296
H -2.400 -7.007 -4.221
H -1.529 -4.475 -1.186
H 0.036 -4.646 -2.015
H -0.687 -6.052 -1.180
C 3.301 -6.601 -2.375
O 3.075 -6.842 -1.196
N 3.477 -5.345 -2.915
C 3.743 -5.145 -4.324
C 3.394 -4.188 -2.048
H 3.385 -7.408 -3.122
H 4.705 -4.636 -4.434
H 2.948 -4.526 -4.749
H 3.779 -6.099 -4.857
H 4.154 -4.274 -1.265
H 2.406 -4.164 -1.579
H 3.554 -3.268 -2.616
C 2.850 0.941 -2.871
O 2.623 0.700 -1.692
N 3.025 2.197 -3.411
C 3.291 2.397 -4.820
C 2.942 3.354 -2.544
H 2.933 0.134 -3.618
H 4.253 2.906 -4.930
H 2.496 3.016 -5.245
H 3.327 1.443 -5.353
H 3.702 3.268 -1.761
H 1.954 3.378 -2.075
H 3.102 4.274 -3.112
C -3.731 7.156 0.450
O -3.202 6.204 1.009
N -3.393 8.480 0.633
C -4.069 9.549 -0.071
C -2.328 8.814 1.556
H -4.551 7.016 -0.273
H -3.335 10.100 -0.667
H -4.526 10.220 0.662
H -4.846 9.156 -0.732
H -1.406 8.323 1.230
H -2.591 8.443 2.552
H -2.176 9.895 1.595
*
```

ORCA calculation (ωB97M-V/def2-TZVPD) on a structure of composition C27H56GeN7O5Ti at a distorted geometry.

Calculated values
- total energy (eV) = -129196.0736
- frontier orbital gap (alpha / beta) (Ha) = 0.2452 / 0.3218
- HOMO (alpha / beta) (hartree) = -0.437 / -0.513
- lowest unoccupied orbital energy (alpha / beta) (eV) = -5.21 / -5.21
- energy above the lowest of the compared OMol25 structures with the same formula, charge and spin (kcal per mole) = 0.0

```
! RIJCOSX wB97M-V def2-TZVPD def2/J DEFGRID3
* xyz 2 4
Ti 0.971 -0.159 0.981
C 1.058 4.547 1.184
C 1.072 3.165 1.824
C 2.433 2.816 2.348
C 0.024 3.066 2.942
O 0.795 2.083 0.835
Ge 0.991 2.349 -0.976
O -1.693 1.938 -3.142
C -2.767 2.918 -2.953
C -4.115 2.229 -2.706
C -2.284 3.577 -1.725
C -2.777 3.871 -4.138
O 1.703 0.701 -1.080
C 2.568 0.302 -2.206
C 3.969 0.657 -1.799
C 2.191 1.045 -3.503
C 2.447 -1.162 -2.504
H 1.067 5.317 1.975
H 1.915 4.762 0.534
H 0.146 4.674 0.559
H 2.710 3.537 3.116
H 2.407 1.803 2.798
H 3.152 2.813 1.540
H 0.277 3.778 3.728
H -1.031 3.283 2.693
H 0.099 2.060 3.420
H -4.108 1.657 -1.758
H -4.874 3.011 -2.587
H -4.402 1.570 -3.533
H -2.202 2.854 -0.877
H -1.335 4.081 -1.944
H -3.019 4.309 -1.431
H -2.964 3.328 -5.067
H -3.598 4.590 -3.995
H -1.808 4.380 -4.146
H 4.044 1.704 -1.405
H 4.352 -0.083 -1.067
H 4.587 0.612 -2.691
H 2.299 2.147 -3.447
H 2.851 0.690 -4.252
H 1.164 0.847 -3.771
H 2.697 -1.810 -1.667
H 1.496 -1.446 -2.904
H 3.126 -1.403 -3.329
C -2.381 1.287 1.488
N -2.992 0.253 0.681
C -4.366 -0.170 0.915
C -4.554 -1.146 -0.231
N -3.182 -1.566 -0.527
C -3.031 -2.745 -1.429
C -2.287 -0.693 0.032
N -1.007 -0.674 -0.024
C -0.425 -1.436 -1.142
C 0.307 -2.683 -0.640
N 1.295 -2.199 0.338
C 2.204 -2.994 0.802
N 3.180 -2.541 1.623
C 3.430 -1.107 1.832
C 4.153 -3.531 1.969
C 3.785 -4.709 1.034
N 2.456 -4.303 0.509
C 1.486 -5.376 0.242
H -3.148 2.057 1.584
H -1.541 1.705 0.998
H -2.130 0.952 2.471
H -5.001 0.726 0.918
H -4.491 -0.655 1.891
H -5.008 -0.672 -1.123
H -5.169 -2.015 -0.002
H -4.002 -3.282 -1.330
H -2.238 -3.412 -1.007
H -2.909 -2.469 -2.481
H 0.292 -0.783 -1.600
H -1.103 -1.659 -1.950
H 0.786 -3.291 -1.414
H -0.414 -3.345 -0.138
H 4.326 -1.069 2.431
H 2.624 -0.583 2.391
H 3.695 -0.591 0.894
H 4.100 -3.886 2.984
H 5.174 -3.192 1.788
H 3.733 -5.642 1.611
H 4.478 -4.822 0.199
H 1.475 -6.125 1.012
H 1.749 -5.874 -0.736
H 0.442 -4.990 0.219
C -0.218 -0.713 5.200
C -0.266 -0.857 3.729
N -1.276 -1.560 3.207
O 0.542 -0.309 2.964
H -0.745 -1.533 5.672
H -0.730 0.197 5.470
H 0.837 -0.692 5.485
H -1.938 -2.099 3.719
H -1.291 -1.621 2.193
O -2.595 0.484 -4.642
C -1.748 0.942 -3.949
*
```

ORCA calculation (ωB97M-V/def2-TZVPD) on a cluster of 2 separate species, C27H56N3O6S3 in total.

Calculated values
- total energy (eV) = -78158.0209
- frontier orbital gap (Ha) = 0.2626
- HOMO (hartree) = -0.381
- lowest unoccupied orbital energy (eV) = -3.23

```
! RIJCOSX wB97M-V def2-TZVPD def2/J DEFGRID3
* xyz 1 1
C 6.915 5.768 -0.059
C 6.410 4.377 -0.488
C 5.567 4.366 -1.784
C 4.225 3.613 -1.679
C 4.037 2.461 -2.683
C 3.316 1.253 -2.070
C 2.584 0.363 -3.093
C 1.097 0.202 -2.816
N 0.768 -0.488 -1.535
C 1.766 -1.485 -1.103
C 1.386 -2.164 0.223
C 2.530 -2.073 1.240
C 3.650 -3.068 0.931
C 5.007 -2.808 1.610
C 5.376 -1.334 1.817
C 4.865 -0.726 3.140
C 5.974 -0.373 4.138
C -0.537 -1.035 -1.614
S -0.948 -2.490 -2.191
S -1.644 0.187 -1.015
C -3.258 -0.603 -1.106
C -4.374 0.455 -1.216
C -5.432 0.329 -0.108
C -6.101 1.650 0.245
O -7.267 1.460 1.033
N -6.908 0.864 2.344
O -7.753 1.057 3.086
C -6.647 2.410 -0.987
N -5.728 3.550 -1.296
C -5.663 4.540 -0.170
C -5.569 3.772 1.159
O -5.155 2.437 0.929
H 7.990 5.873 -0.202
H 6.708 5.965 0.993
H 6.439 6.561 -0.636
H 5.826 3.942 0.325
H 7.277 3.730 -0.630
H 6.157 3.942 -2.599
H 5.373 5.403 -2.066
H 4.140 3.191 -0.673
H 3.395 4.316 -1.776
H 3.494 2.802 -3.567
H 5.027 2.142 -3.020
H 4.061 0.651 -1.544
H 2.604 1.594 -1.313
H 2.640 0.837 -4.077
H 3.073 -0.604 -3.212
H 0.605 -0.307 -3.652
H 0.673 1.209 -2.757
H 1.951 -2.226 -1.889
H 2.698 -0.941 -0.953
H 1.153 -3.213 0.035
H 0.501 -1.684 0.642
H 2.906 -1.047 1.231
H 2.133 -2.251 2.243
H 3.288 -4.051 1.248
H 3.787 -3.145 -0.152
H 5.050 -3.333 2.568
H 5.784 -3.265 0.992
H 5.022 -0.739 0.971
H 6.466 -1.260 1.802
H 4.288 0.177 2.927
H 4.161 -1.420 3.604
H 5.699 0.488 4.749
H 6.187 -1.196 4.822
H 6.901 -0.119 3.622
H -3.392 -1.213 -0.214
H -3.290 -1.278 -1.958
H -4.855 0.327 -2.189
H -3.919 1.451 -1.195
H -6.223 -0.357 -0.410
H -4.960 -0.040 0.802
H -7.629 2.827 -0.769
H -6.712 1.768 -1.861
H -6.030 4.022 -2.147
H -4.790 3.179 -1.461
H -6.545 5.174 -0.221
H -4.785 5.161 -0.335
H -4.805 4.227 1.784
H -6.513 3.805 1.704
O -5.565 -4.196 -0.052
S -4.561 -4.112 0.968
O -3.318 -3.471 0.651
O -4.295 -5.536 1.584
C -4.032 -6.634 0.656
C -2.614 -6.613 0.137
C -5.238 -3.369 2.414
H -4.768 -6.588 -0.147
H -4.231 -7.523 1.249
H -2.437 -5.758 -0.514
H -2.430 -7.525 -0.431
H -1.904 -6.566 0.963
H -6.163 -3.880 2.669
H -5.430 -2.326 2.171
H -4.510 -3.445 3.217
*
```

ORCA calculation (ωB97M-V/def2-TZVPD) on a cluster of 7 separate species, C27H57FN6O10 in total at a distorted geometry.

Calculated values
- total energy (eV) = -61056.0060
- SMILES string = C[C@H](F)C[C@]1(C[C@@H](C)O)COC(=O)O1.CN(C)C=O.CN(C)C=O.CN(C)C=O.CN(C)C=O.CN(C)C=O.CN(C)C=O
- frontier orbital gap (Ha) = 0.3250
- HOMO (hartree) = -0.308
- lowest unoccupied orbital energy (eV) = 0.46

```
! RIJCOSX wB97M-V def2-TZVPD def2/J DEFGRID3
* xyz 0 1
C 1.599 4.502 -0.902
C 0.913 3.926 -2.148
O 1.815 4.068 -3.254
C 0.603 2.446 -2.025
C -0.714 2.144 -1.323
C -1.869 2.620 -2.206
C -3.050 3.223 -1.451
C -2.929 4.718 -1.330
F -3.264 2.613 -0.236
C -0.923 0.715 -0.943
O 0.200 0.596 -0.019
C 0.071 1.746 0.723
O 0.484 1.856 1.835
O -0.567 2.697 0.017
H 2.432 5.121 -1.172
H 0.860 5.079 -0.370
H 1.879 3.672 -0.277
H 0.057 4.525 -2.416
H 2.707 3.984 -2.913
H 0.510 2.062 -3.027
H 1.430 1.940 -1.551
H -2.224 1.756 -2.741
H -1.500 3.357 -2.895
H -3.927 3.026 -2.051
H -3.610 5.136 -0.608
H -1.914 5.039 -1.166
H -3.221 5.131 -2.284
H -1.747 0.718 -0.246
H -0.988 0.006 -1.739
C 1.712 -2.519 -4.437
O 0.816 -1.688 -4.538
N 1.955 -3.240 -3.343
C 3.026 -4.220 -3.261
C 1.097 -3.027 -2.185
H 2.402 -2.740 -5.269
H 2.622 -5.211 -3.043
H 3.716 -3.940 -2.462
H 3.571 -4.260 -4.203
H 0.064 -3.243 -2.447
H 1.171 -1.994 -1.874
H 1.400 -3.669 -1.367
C 5.485 4.199 -0.993
O 4.486 4.896 -0.962
N 5.846 3.349 -0.020
C 7.046 2.541 -0.106
C 4.998 3.240 1.159
H 6.187 4.211 -1.844
H 6.788 1.482 -0.063
H 7.716 2.775 0.723
H 7.563 2.739 -1.042
H 3.996 2.922 0.872
H 4.918 4.209 1.651
H 5.424 2.516 1.848
C 2.493 -8.123 -2.501
O 3.152 -7.100 -2.578
N 2.148 -8.718 -1.350
C 1.360 -9.933 -1.314
C 2.581 -8.114 -0.099
H 2.116 -8.649 -3.393
H 0.431 -9.762 -0.767
H 1.919 -10.729 -0.818
H 1.118 -10.251 -2.325
H 2.188 -7.101 -0.019
H 3.669 -8.060 -0.069
H 2.223 -8.710 0.736
C -1.566 -3.997 0.742
O -0.775 -3.945 -0.189
N -2.247 -2.995 1.327
C -3.149 -3.272 2.436
C -2.141 -1.600 0.898
H -1.812 -4.967 1.208
H -4.163 -2.969 2.167
H -2.838 -2.722 3.314
H -3.149 -4.335 2.666
H -2.448 -1.498 -0.142
H -1.119 -1.238 0.998
H -2.797 -1.004 1.528
C -2.768 -3.289 6.336
O -3.440 -2.943 5.380
N -2.559 -4.564 6.702
C -1.748 -4.913 7.852
C -3.168 -5.624 5.916
H -2.266 -2.561 6.994
H -0.903 -5.530 7.542
H -2.345 -5.469 8.577
H -1.368 -4.012 8.328
H -2.818 -5.573 4.885
H -4.252 -5.511 5.913
H -2.905 -6.589 6.340
C -2.962 9.111 -1.939
O -1.768 9.271 -2.083
N -3.594 9.056 -0.750
C -5.025 8.860 -0.644
C -2.803 9.198 0.461
H -3.646 8.990 -2.798
H -5.483 9.707 -0.129
H -5.239 7.948 -0.082
H -5.464 8.772 -1.635
H -2.290 10.160 0.462
H -2.048 8.412 0.509
H -3.452 9.131 1.330
*
```